--- A ---
The following is a DFT calculation (ωB97M-V/def2-TZVPD) of a cluster of 2 separate species, C2H3O in total.

Structure (ORCA input):
```
! RIJCOSX wB97M-V def2-TZVPD def2/J DEFGRID3
* xyz 0 2
H -1.3353 0.0696 -0.6845
H -0.1359 1.3563 -0.0723
C 0.9892 -1.0759 -0.1191
H -0.9776 0.1988 1.1192
O 2.1103 -0.9560 -0.3409
C -0.6506 0.4072 0.0975
*
```

Results
**Kohn-Sham gap (alpha / beta)**: 9.37 / 12.85 eV


--- B ---
The following is a DFT calculation (ωB97M-V/def2-TZVPD) of the molecule C2H3O.

Structure (ORCA input):
```
! RIJCOSX wB97M-V def2-TZVPD def2/J DEFGRID3
* xyz 0 2
H -0.5825 1.4265 -0.3333
C -0.0422 0.6685 0.2659
H -0.3364 -0.8868 -1.2479
H 0.8533 -1.3190 0.1530
C 0.1966 -0.6008 -0.3410
O -0.0889 0.7116 1.5033
*
```

Results
**Kohn-Sham gap (alpha / beta)**: 10.79 / 8.79 eV


On energetic grounds, B is preferred over the next structure by 36.4 kJ/mol.


--- A ---
The following is a DFT calculation (ωB97M-V/def2-TZVPD) of the molecule C8H9NO.

Structure (ORCA input):
```
! RIJCOSX wB97M-V def2-TZVPD def2/J DEFGRID3
* xyz 0 1
C -0.7845 0.9087 -0.0819
H -1.4921 -2.2859 -0.6577
C 1.5503 1.1646 0.1570
C -0.7167 -0.4504 -0.1607
H -2.8628 1.1750 0.4597
C 0.5209 -1.0685 0.0089
C -1.8862 -1.3787 -0.3665
C -2.0919 1.7897 -0.0808
H 0.8234 -2.1248 -0.0898
C 0.3037 1.7429 -0.0848
C 1.6505 -0.3037 0.2541
H -2.7188 -1.6470 0.4826
H -2.4188 -0.9364 -1.2220
O -2.0266 2.9213 -0.4129
H 2.9145 -1.3300 1.5479
H 0.3548 2.7821 -0.2812
H 2.5484 1.5804 0.1015
H 3.5265 -1.4436 -0.0758
N 2.8056 -1.0956 0.5025
*
```

Results
**Kohn-Sham gap**: 9.52 eV
**SMILES string**: Cc1cc(N)ccc1C=O


--- B ---
The following is a DFT calculation (ωB97M-V/def2-TZVPD) of the molecule C8H9NO.

Structure (ORCA input):
```
! RIJCOSX wB97M-V def2-TZVPD def2/J DEFGRID3
* xyz 0 1
C -1.9509 1.4352 1.3872
H 2.4733 -0.3480 -1.4248
C 0.8537 -0.2839 0.8824
C -0.3746 -1.8142 -0.8160
C 1.7605 -0.3670 1.8344
H -1.4672 0.8352 2.0826
C -0.9746 1.6176 0.2462
N 2.6665 -0.5169 2.5193
O -0.9309 2.5737 -0.4955
C -0.0185 0.5594 0.2227
H 1.3007 -0.6437 -2.6510
H -2.2752 2.3159 1.8488
H -0.5650 -2.2664 0.1821
H -2.7895 0.9322 0.9934
C 0.5409 -0.6233 -0.5653
H 1.3408 0.8515 -1.8663
H 0.2020 -2.6007 -1.4547
C 1.4363 -0.1757 -1.7097
H -1.2282 -1.4810 -1.2157
*
```

Results
**Kohn-Sham gap**: 9.10 eV
**SMILES string**: CC(=O)C1=C(C#N)C1(C)C


--- C ---
The following is a DFT calculation (ωB97M-V/def2-TZVPD) of a cluster of 2 separate species, C8H9NO in total.

Structure (ORCA input):
```
! RIJCOSX wB97M-V def2-TZVPD def2/J DEFGRID3
* xyz 0 1
H -3.6400 3.9845 1.9369
C -3.4404 3.0453 -0.7564
C -1.5565 1.7696 -0.5127
C 0.0000 0.0000 0.0000
H -0.9117 -1.8614 0.6553
O -3.4349 4.9056 1.6577
H 0.6024 1.9446 -0.8001
H 0.9461 -0.5451 0.1154
N -2.0670 2.9914 -0.8648
H -1.5787 3.8313 -1.1852
C -1.0917 -0.8282 0.3302
H -2.4525 4.9579 1.6779
C -3.8189 1.7158 -0.4416
C -2.6472 0.9380 -0.2668
H -4.0003 3.9328 -1.0514
C -0.2189 1.2953 -0.4693
H -3.2703 -1.0700 0.4426
C -2.4406 -0.4050 0.1688
H -4.8588 1.4184 -0.3065
*
```

Results
**Kohn-Sham gap**: 8.62 eV
**SMILES string**: c1ccc2[nH]ccc2c1.O


On energetic grounds, C is preferred over the next structure by 186.5 kJ/mol.


--- A ---
The following is a DFT calculation (ωB97M-V/def2-TZVPD) of a cluster of 2 separate species, C6H14NS in total.

Structure (ORCA input):
```
! RIJCOSX wB97M-V def2-TZVPD def2/J DEFGRID3
* xyz -1 1
H 2.9099 -0.2131 -2.3686
H 0.3289 1.4449 -2.4889
C 0.9491 0.5439 -2.4176
H 2.2564 0.2889 -0.0701
S 0.0937 -0.6082 -1.2397
H -3.2134 -0.2918 2.0549
H -0.3520 -1.4793 4.0761
C 2.4277 0.7693 -2.1644
N -1.9214 0.9737 0.9480
C -1.1905 -0.9019 2.2746
H 3.8353 0.9244 -0.5317
C -1.2319 -1.1669 3.5715
H 0.9505 0.0991 -3.4465
C -2.3001 -0.3780 1.4232
H 2.8923 1.5153 -2.8337
H -0.2464 -1.0131 1.6822
H -2.4678 -1.0576 0.5672
H -2.0699 -0.9714 4.2308
H -1.1503 0.7993 0.2677
H -2.6869 1.4172 0.3993
H 2.4652 2.0129 -0.3036
C 2.7621 1.0404 -0.6935
*
```

Results
**Kohn-Sham gap**: 6.58 eV


--- B ---
The following is a DFT calculation (ωB97M-V/def2-TZVPD) of the ion C6H14NS with charge -1.

Structure (ORCA input):
```
! RIJCOSX wB97M-V def2-TZVPD def2/J DEFGRID3
* xyz -1 1
H 1.1437 1.7349 0.0963
H -0.3422 -0.7945 -0.5500
N 0.3667 -0.3169 -0.1178
H -1.2977 1.3319 -0.4905
H -1.3442 -0.9578 2.5072
C -0.9599 1.0133 -2.6719
C 0.6603 1.0045 -0.6491
H -0.7968 0.6890 1.9849
H -0.0717 0.9771 -3.4101
H 1.7541 -2.3909 0.5890
H 0.0136 -2.6191 0.8140
C 0.6021 -0.6406 1.3036
H -1.5511 1.8341 -3.1552
H 1.5361 -0.1912 1.5363
H 0.0203 -0.2478 3.2274
C -0.5343 -0.2913 2.2635
H -0.3260 2.7474 -1.2599
S -1.6310 -0.6599 -2.8254
H 1.0854 -2.4989 2.3533
C 0.8736 -2.1767 1.2608
H 1.3895 0.8544 -1.6103
C -0.5904 1.5991 -1.1962
*
```

Results
**Kohn-Sham gap**: 5.95 eV
**SMILES string**: CC(C)NCCC[S-]


On energetic grounds, A is preferred over the next structure by 91.9 kJ/mol.


--- A ---
The following is a DFT calculation (ωB97M-V/def2-TZVPD) of a cluster of 21 separate species, C9H58NO21 in total.

Structure (ORCA input):
```
! RIJCOSX wB97M-V def2-TZVPD def2/J DEFGRID3
* xyz -1 1
C -0.0828 0.9469 0.3211
H 0.5832 -1.9500 -3.3457
O 1.4217 -5.2146 -1.6839
O -1.4849 -0.9714 5.0574
N 0.5612 -0.0381 -0.5184
O -4.7130 -0.7098 0.6761
H -1.8634 1.0974 5.5940
H -3.5984 -1.2976 2.3757
C 0.2775 2.3892 -0.0732
C 0.2112 0.7552 1.8009
O 0.0513 -3.0461 3.8749
H -0.9252 -0.4729 5.6635
O 3.9337 3.4910 0.0940
H -0.4659 -3.0317 1.8719
H -2.0894 0.1079 0.8766
H -1.5907 -0.4500 -3.0405
H -1.5843 -2.0714 -5.6243
H 4.0559 2.5501 0.3189
H 3.2124 3.5081 -0.5500
O 2.7175 0.4461 -5.4200
H 0.4476 -2.3579 -1.5786
H 3.0374 3.3788 -3.3152
H -0.4960 1.3246 2.3967
H -4.8167 -0.2517 -0.1716
H -2.9598 -0.9462 3.7238
H 1.3601 2.4278 -0.2229
H -1.5139 2.8708 -4.0622
H 0.9582 -2.6359 3.7836
H 4.5930 -1.4118 -1.7201
O -0.9369 -2.8801 1.0358
H 1.8415 3.0692 5.3660
H -2.2666 -4.6787 -2.3369
O -0.6403 -1.8904 -5.5535
O 2.0821 -2.6865 0.5735
O -5.5613 0.0042 -2.0276
H 3.4861 -0.3741 -1.9108
H 3.4702 1.0130 -5.2248
H 1.5866 1.2073 -2.6221
O 4.0889 0.7842 1.2213
H 0.6163 0.3885 -3.8898
H -0.4345 -2.1731 0.6029
H -1.3166 -3.6130 -2.8843
O 4.4508 -0.5030 -1.9977
O 2.9855 3.9110 -2.5150
H -0.9030 -1.6758 4.7108
H -1.8266 5.0621 5.0834
H -0.1602 2.6956 -1.0241
H -1.4402 3.6180 4.7508
H 0.4414 3.6976 5.4550
H -2.8344 3.6079 -3.8749
O 1.9544 -0.0739 -0.3158
H 0.1518 -0.3110 2.0533
H 0.2247 -3.9925 3.8972
H -3.1653 0.4428 -1.3570
C 0.1573 -0.3120 -1.8814
H -0.0951 1.6203 -2.8789
C -1.6098 0.7925 0.1699
C -2.0915 0.6493 -1.2561
H 2.2476 -5.6111 -1.3906
C 0.6093 0.7830 -2.8703
H 1.9999 -1.7771 0.1573
H -2.0437 1.5927 -1.8132
H 0.9079 -5.0852 -0.8752
H 2.0864 0.6148 -4.7019
O 2.4211 -1.9942 3.2204
O 1.3132 3.6784 5.8923
H -5.1361 -0.5791 -2.6668
H 1.8711 -1.5860 -2.2440
C -1.3644 -0.4745 -1.9690
H -2.3178 2.3854 6.2703
O -3.7898 -1.2469 3.3240
C 0.7842 -1.6302 -2.3249
H 3.1416 -2.6316 3.1911
H -6.1067 0.5978 -2.5527
H 3.1654 0.5424 0.9725
H 2.2201 -1.8477 2.2670
H 2.8125 -3.0924 0.0970
H 3.9040 4.0144 -2.2266
H -4.8417 -0.0254 1.3436
H 1.2541 1.0091 2.0111
O -2.2513 -3.7978 -2.7254
H -2.1007 1.7277 0.4983
H 0.0724 3.1421 0.6908
O -1.5965 2.0137 5.7485
O -2.3496 3.0642 -4.5042
O -1.1416 4.5470 4.6456
H -1.6191 -1.4473 -1.5453
H 4.6007 0.0192 0.9452
H -0.2457 -2.7418 -5.3365
*
```

Results
**Kohn-Sham gap**: 5.78 eV


--- B ---
The following is a DFT calculation (ωB97M-V/def2-TZVPD) of a cluster of 21 separate species, C9H58NO21 in total.

Structure (ORCA input):
```
! RIJCOSX wB97M-V def2-TZVPD def2/J DEFGRID3
* xyz -1 1
H -5.6259 -6.5665 3.1280
O -1.8807 -6.1951 7.0756
O 5.0725 6.1126 2.0383
N 0.8093 -1.3510 1.4048
H -1.4499 0.3880 -8.0279
O -5.4227 -6.9116 2.2586
H -0.7698 6.9086 0.9360
O -5.1936 -2.5030 7.1280
O -1.9692 -7.1344 -4.0828
H -1.4848 -6.6649 -3.4037
H 1.5831 -1.2187 -1.8114
H 6.0669 2.7606 -5.3158
H 0.0474 -6.4707 2.5543
H 5.0425 -2.2977 -8.1894
H 3.4383 -0.4154 -0.6750
H -5.7947 -2.8874 -6.6971
H 4.5095 5.7537 1.3524
H -9.1403 2.0404 -1.7906
C -0.6322 -2.4902 -0.4569
H 0.0524 8.1162 0.5389
H -5.8047 3.5950 4.4443
H -1.5162 -6.9416 6.6000
C 2.2549 -1.3509 1.0160
O -0.4796 3.2088 4.5315
H -0.6171 -0.1080 -1.4828
H 0.9317 -7.6615 2.2508
H 0.2689 -2.6835 -1.0390
H 0.4019 7.0238 -3.5521
H -1.5094 -5.4282 6.6394
C -1.6017 -0.6960 0.9674
O -1.0098 -0.4620 -8.0189
H -0.0405 0.8924 -0.1608
O -9.2015 1.2047 -1.3280
O 0.0478 7.1596 0.5061
H -2.3608 -6.4447 -4.6187
O -5.5150 3.3583 5.3253
O 6.4222 2.2859 -6.0672
H 10.0016 -1.1448 3.2811
O -4.9992 -3.4105 -6.5980
H 4.4569 6.5957 -2.6040
H -1.5681 -2.5003 -1.0157
H 4.6046 5.9296 2.8530
O -7.6486 5.1175 1.3398
H 4.1455 -0.6585 1.9371
H -8.0387 5.9885 1.4133
O 4.7638 5.8147 -3.0644
H -4.4663 -6.9260 2.2236
H 2.5250 -3.4796 1.2235
H 2.9483 -0.7687 8.3476
H -8.3659 1.1230 -0.8683
C 2.8319 -2.6932 0.5339
H 11.1338 -0.1415 3.3382
H 3.9132 -2.5984 0.6335
C -0.2693 -1.2373 0.3487
C 1.4826 -0.2755 -1.2745
H 0.3167 3.6823 4.7723
H 1.9219 0.4641 -1.9439
H 2.5775 0.6920 0.3226
H -4.5625 3.2936 5.2555
H -0.0801 -0.2518 -8.1061
H 6.5033 2.9485 -6.7532
O 0.4215 -1.9681 2.7151
C 0.0809 -0.0760 -0.6461
H -4.3609 -2.1887 6.7757
H -2.3298 -1.4376 1.2959
H -2.1703 -0.0529 0.2957
H 3.9852 5.4743 -3.5050
H -2.1605 4.4882 -6.0193
H -0.2122 2.6420 3.8080
C 3.1114 -0.8626 2.2149
H -7.3146 5.0790 0.4436
O 0.5503 7.1636 -4.4873
H 4.9977 -1.1201 -7.2391
H 0.7135 8.1034 -4.5666
H 2.5788 -3.0939 -0.4477
H -4.2861 -2.7736 -6.6433
H -4.9457 -3.1435 7.7947
H 2.9215 -1.4674 3.1016
H -2.8651 4.6816 -7.3452
H 1.5574 -1.0012 7.7969
H -0.6597 -3.3553 0.2056
H -1.4291 0.0053 1.7838
C 2.5079 -0.3023 -0.1185
O -2.9002 4.1701 -6.5369
O 2.0216 -0.6903 8.5741
O 10.7407 -0.8676 3.8224
O 0.0833 -7.4245 2.6256
O 4.4874 -1.5684 -7.9135
H 2.8186 0.0969 2.6412
*
```

Results
**Kohn-Sham gap**: 3.26 eV


On energetic grounds, A is preferred over the next structure by 545.1 kJ/mol.